(1)
The following is a DFT calculation (ωB97M-V/def2-TZVPD) of a cluster of 2 separate species, C2H7NOS2 in total at a distorted geometry.

Each line ends with the Löwdin charge.
Positions of all 13 atoms, in Å:
C 0.46335 1.64647 -0.08230  -0.456
S -0.71869 0.99022 1.20541  0.338
S -2.35333 1.00843 0.03195  0.278
H 1.02298 2.51318 0.33799  0.029
H -0.06242 1.86516 -1.04520  0.027
H 1.32857 1.02363 -0.40958  0.015
H -3.08423 1.84347 0.90755  -0.140
C 1.20606 -1.82082 -0.32967  -0.360
N -0.13822 -1.79683 -0.06419  0.094
O 1.90909 -1.06108 -1.06091  -0.055
H 1.64291 -2.56557 0.30539  0.110
H -0.81884 -1.10349 -0.36229  0.023
H -0.39721 -2.54277 0.56587  0.098

Properties
**2S+1**: 1
**Structure (SMILES)**: NC=O.CSS
**Lowest unoccupied orbital energy**: 0.017 hartree
**Total charge**: 0
**Frontier orbital gap**: 9.1040 eV


(2)
The following is a DFT calculation (ωB97M-V/def2-TZVPD) of the molecule C5H9NO.

Each line ends with the Löwdin charge.
Positions of all 16 atoms, in Å:
C -1.90460 -0.41914 -0.07668  -0.050
C -1.15318 0.62444 0.72813  -0.311
N -0.06105 0.38183 1.67424  0.074
C 0.24627 0.95519 0.37329  -0.252
C 0.86425 0.10628 -0.70185  -0.270
C 2.20108 -0.48714 -0.66185  -0.096
O 1.04153 -1.27869 -0.43336  -0.060
H -2.11724 0.00395 -1.06775  0.083
H -2.86737 -0.66684 0.37776  0.073
H -1.33909 -1.34393 -0.21919  0.075
H -1.77204 1.46787 1.03006  0.128
H 0.27722 -0.57561 1.67367  0.093
H 0.58298 1.98997 0.38874  0.138
H 0.44038 0.29010 -1.68912  0.146
H 2.71584 -0.68676 -1.60105  0.111
H 2.84504 -0.36154 0.20496  0.118

Properties
**2S+1**: 1
**Structure (SMILES)**: C[C@H]1N[C@H]1[C@H]1CO1
**Lowest unoccupied orbital energy**: 0.041 hartree
**Total charge**: 0
**Frontier orbital gap**: 10.4469 eV


(3)
The following is a DFT calculation (ωB97M-V/def2-TZVPD) of the molecule C5H5FO2.

Each line ends with the Löwdin charge.
Positions of all 13 atoms, in Å:
C 0.55747 0.54545 -0.01069  -0.336
C 1.74854 -0.34650 -0.21252  0.048
C 0.38668 -0.97351 -0.12050  -0.221
C -1.63134 -0.10505 -0.28201  -0.404
C -0.76490 0.81494 0.66689  0.010
H 2.25927 -0.09657 -1.15307  0.131
H 2.37274 -0.65167 0.60373  0.110
H 0.27541 -1.47709 0.84778  0.158
H -1.14519 1.86373 0.60071  0.140
H -0.80434 0.45237 1.69745  0.132
O -0.80625 -1.09366 -0.85477  0.061
O -2.79781 -0.03247 -0.49977  0.156
F 0.34972 1.10003 -1.28322  0.016

Properties
**2S+1**: 1
**Structure (SMILES)**: O=C1C[C@@]2(F)C[C@@H]2O1
**Lowest unoccupied orbital energy**: 0.025 hartree
**Total charge**: 0
**Frontier orbital gap**: 10.4625 eV


(4)
The following is a DFT calculation (ωB97M-V/def2-TZVPD) of the molecule C4H9NO2.

Each line ends with the Löwdin charge.
Positions of all 16 atoms, in Å:
C -2.42609 0.26493 0.97901  -0.114
O -1.21944 -0.30107 0.53180  -0.201
C -0.67217 0.39933 -0.56260  -0.233
C 0.62670 -0.28077 -0.94539  -0.165
N 1.49966 -0.37628 0.20459  0.025
C 2.84955 -0.38282 0.08055  -0.367
O 3.45282 -0.19875 -0.95942  0.009
H -2.28837 1.31158 1.29177  0.091
H -3.19610 0.23569 0.19306  0.090
H -2.76695 -0.32230 1.83464  0.090
H -0.49010 1.45103 -0.28727  0.130
H -1.36617 0.38504 -1.41878  0.128
H 1.14816 0.29176 -1.71674  0.126
H 0.41468 -1.27830 -1.35214  0.131
H 1.07308 -0.63518 1.08212  0.130
H 3.36073 -0.56390 1.04481  0.129

Properties
**2S+1**: 1
**Structure (SMILES)**: COCCNC=O
**Lowest unoccupied orbital energy**: 0.032 hartree
**Total charge**: 0
**Frontier orbital gap**: 10.5885 eV